ORCA calculation (ωB97M-V with the def2-TZVPD basis set) on a structure of composition C36H43BCaGeN10.

Geometry as ORCA input:
```
! RIJCOSX wB97M-V def2-TZVPD def2/J DEFGRID3
* xyz -1 2
H -1.8096 3.2964 -3.4593
H 4.0717 -4.3676 0.1505
H -3.4906 1.7299 -2.6607
H -2.2180 -6.4768 1.1765
H 2.9474 -5.8849 -1.8509
H 5.0155 2.0978 -1.6169
H 2.5108 4.0383 0.0731
H 1.3408 0.8526 2.6878
C 2.7050 3.3821 0.9174
C 1.8514 -3.9698 -2.1949
H 5.2560 0.1132 0.2639
H 2.5191 1.6434 -2.6817
C -1.6204 2.2197 -3.5450
H -1.1577 -4.2781 0.9300
H 4.0914 -1.9776 1.0091
H 2.9083 -1.8998 3.2186
H 1.1701 -4.1509 -3.0133
H 4.6250 4.2706 1.3066
H -3.9547 -6.0988 -2.7136
C -0.5577 4.8709 4.1421
N 0.6213 -1.4846 0.9790
H 0.1004 1.9351 -2.4955
H -2.2079 2.0747 -1.4943
C 2.0581 1.6048 2.3721
C -2.3778 -5.9173 0.2608
C -2.5615 2.9682 3.6977
H 0.3519 2.5531 -3.9842
C -3.1760 -6.4585 -0.7471
Ca 0.2052 -0.9865 -1.3003
H -4.2541 0.4028 2.2501
C -1.7793 -4.6777 0.1371
H -2.0889 -1.6749 -5.1176
C 3.9054 3.5190 1.6121
C -3.3474 -5.7082 -1.9037
N -1.3548 -2.7046 -1.1733
C -1.6158 -1.0230 -4.3750
C 4.4526 0.3302 -0.4214
C 2.7541 -4.8563 -1.5956
H 5.1172 2.7973 3.2360
H -2.9989 -1.6403 -2.8669
H 0.0210 4.7283 0.2381
C -0.1241 -1.5750 2.0772
C -2.7489 -4.4677 -2.0651
H -1.2947 -0.1117 -4.8813
N 2.7925 -2.8786 -0.6078
C -1.9471 -3.9014 -1.0401
N -2.1432 0.1503 -2.2435
H -2.3085 0.4998 0.7336
H 0.2227 5.6004 4.3228
C -1.4522 3.0329 2.8149
C -1.6704 4.7984 5.0134
H 3.4529 1.0866 3.9213
N 1.8797 -2.7767 -1.6106
H 0.1680 -2.0712 -4.4251
H -1.7456 5.4778 5.8544
C 4.3165 1.3149 -1.3742
C -2.6434 3.8686 4.7932
H -0.7464 -2.3630 -3.0834
B 3.0931 -1.7139 0.3833
N -0.1984 1.8776 -3.4683
H -1.1978 -1.5028 2.0048
C 3.3270 -4.1107 -0.5855
C -2.6617 -0.7038 -3.3150
N -0.4410 -1.6388 -3.7430
N 1.9129 -1.6065 1.3916
N 3.3305 -0.4121 -0.4129
H -2.5395 -0.1421 -1.3578
C 0.6708 -1.7622 3.2131
C 3.2503 1.7341 3.0745
H -3.6431 -7.4274 -0.6334
C 3.0425 1.0895 -1.9150
H -4.4223 1.9613 4.1542
H -2.0119 1.9073 -4.5184
C -2.4264 1.5701 -2.4347
H -2.8893 -3.9141 -2.9873
C 1.7525 2.4258 1.2787
C -1.3433 2.1270 1.7006
H -3.5310 -0.2393 -3.7981
C -2.3624 1.2139 1.5516
Ge 0.0750 2.0852 0.2374
H -3.4995 3.8001 5.4572
C 4.1852 2.6928 2.6927
H 0.3519 -1.8604 4.2368
C 1.9598 -1.7793 2.7203
H 0.3621 4.1365 -1.3963
H -1.2856 4.0782 -0.7593
N 2.4481 0.0564 -1.3326
C -3.4824 1.1457 2.4210
H 0.4033 4.0621 2.4300
C -3.5787 2.0028 3.4735
C -0.2311 3.9540 -0.4929
C -0.4562 4.0166 3.0821
*
```

Values from the calculation:
Max |F|   1.268 eV/A
E_HOMO (alpha / beta)   -3.9 / -3.9 eV
M   739.3 g/mol
ΔE to the lowest compared entry with this formula, charge and spin   8.4 kcal/mol
DFT total energy   -128567.1665 eV

Here are the Mulliken charges for atoms 1 to 4, given in e: H 0.508; H 0.450; H 0.463; H 0.355